# C22H43ErN2OP2S

C22H43ErN2OP2S as an isolated structure at a distorted geometry (ωB97M-V/def2-TZVPD, OMol25).

The expectation value of S² is 3.76. The calculation puts the frontier orbital gap (spin up / spin down) at 5.8 / 5.9 eV. Its multiplicity is 4. The net charge is +2. As for the highest occupied orbital energy (spin up / spin down): -0.449 / -0.451 hartree.

Structure (XYZ):
```
72
Properties=species:S:1:pos:R:3:forces:R:3:mulliken_charge:R:1
Er -0.8270 -0.0690 0.3954 -1.130 0.184 0.972 0.21
P 0.0832 -2.5480 -0.2763 -0.252 -1.011 -0.367 0.86
P -0.0446 2.5670 -0.0248 -0.146 0.904 -0.003 0.61
N -0.2721 0.1289 -2.3795 1.099 -0.461 -0.734 -0.18
C 0.1082 -2.4150 -2.1472 -0.924 -0.251 -0.065 -0.83
H 0.7710 -3.2126 -2.5065 -0.254 0.060 -0.081 0.37
H -0.9396 -2.6798 -2.4582 0.927 0.128 0.186 0.42
C 0.4962 -1.1138 -2.8801 0.018 0.347 0.995 -1.07
H 1.5836 -0.9230 -2.8468 -0.497 -0.010 0.193 0.37
H 0.2318 -1.2924 -3.9174 0.156 0.146 -0.250 0.57
C 0.4732 1.3985 -2.7425 -0.220 0.747 0.775 -1.00
H 0.2236 1.7011 -3.7715 0.294 -0.343 0.186 0.50
H 1.5659 1.2704 -2.6945 -0.415 -0.188 0.180 0.36
C 0.0104 2.6228 -1.8839 -1.040 0.483 -0.778 -0.82
H -1.0667 2.8567 -2.1960 1.386 -0.211 0.345 0.43
H 0.6277 3.5023 -2.1819 -0.512 -0.515 0.088 0.35
C 1.4592 3.5032 0.5103 0.318 -0.168 -0.026 0.39
C 1.8096 3.2419 1.9811 0.009 -0.374 0.199 -1.04
H 2.6835 3.8415 2.2548 -0.123 -0.074 -0.019 0.50
H 2.0773 2.1818 2.1545 -0.176 0.472 -0.076 -0.05
H 0.9889 3.5050 2.6644 0.295 -0.099 -0.242 0.23
C -1.5523 3.5899 0.4654 -0.089 -0.043 -0.596 0.56
C -1.6398 3.8521 1.9697 0.028 -1.018 0.542 -1.34
H -2.6227 4.2594 2.2053 -0.015 0.067 -0.082 0.50
H -0.8974 4.5652 2.3258 0.024 0.006 -0.117 0.26
H -1.5435 2.9110 2.5683 0.036 0.734 -0.440 0.13
C -1.4936 -3.5046 0.1085 0.101 0.079 -0.404 0.36
C -1.6286 -3.8292 1.6001 -0.309 0.427 0.364 -1.22
H -2.6216 -4.2693 1.7761 0.278 0.109 -0.096 0.53
H -1.5762 -2.9221 2.2362 0.078 -0.349 -0.343 0.03
H -0.8902 -4.5565 1.9445 -0.011 0.060 -0.125 0.24
C 1.5430 -3.5897 0.1529 0.424 0.075 -0.016 0.45
C 1.9245 -3.4636 1.6375 0.013 0.334 0.153 -1.02
H 2.8409 -4.0395 1.8168 -0.200 0.108 0.012 0.54
H 1.1392 -3.8573 2.3050 0.315 0.160 -0.283 0.12
H 2.1313 -2.4124 1.9218 -0.150 -0.554 -0.099 -0.01
C 1.6709 -0.0945 0.4385 4.984 0.195 0.398 0.54
O 2.8339 -0.1010 0.4435 -4.558 -0.032 -0.171 -0.35
C -1.7597 4.8963 -0.3287 -0.308 -0.089 0.010 -1.45
H -1.0485 5.6732 -0.0419 -0.151 -0.188 -0.100 0.25
H -1.7122 4.7439 -1.4135 0.021 0.121 0.233 0.32
H -2.7669 5.2783 -0.0969 0.314 -0.138 -0.102 0.48
C -1.7231 -4.7651 -0.7437 -0.448 0.060 -0.143 -1.44
H -2.7522 -5.1173 -0.5602 0.343 0.136 -0.111 0.47
H -1.6332 -4.5753 -1.8244 0.001 -0.137 0.372 0.34
H -1.0533 -5.5802 -0.4667 -0.132 0.190 -0.082 0.26
C 1.4525 -5.0715 -0.2615 0.515 -0.052 0.011 -1.67
H 2.4681 -5.5019 -0.1509 -0.527 0.164 -0.096 0.50
H 0.7883 -5.6488 0.4010 0.219 0.296 -0.304 0.29
H 1.1545 -5.2018 -1.3126 0.008 -0.039 0.392 0.34
C 1.4344 5.0131 0.2214 0.375 0.142 0.079 -1.65
H 0.7710 5.5611 0.9088 0.213 -0.296 -0.298 0.26
H 2.4552 5.4019 0.3934 -0.432 -0.153 -0.107 0.48
H 1.1708 5.2454 -0.8180 -0.023 0.005 0.285 0.34
H 2.2570 3.0563 -0.1119 -0.159 0.124 0.146 0.52
H 2.3559 -3.1213 -0.4427 -0.295 -0.182 0.226 0.49
H -2.3912 2.9149 0.1951 0.210 0.179 0.104 0.37
H -2.2870 -2.7673 -0.1454 0.213 -0.288 0.105 0.37
H -0.9984 0.1624 -3.0904 -0.709 -0.071 0.678 0.32
H -2.3696 -0.4613 1.6772 -0.480 0.193 -2.148 -0.07
S -1.1491 0.1120 3.1724 1.545 -1.127 0.549 -0.37
C 0.1523 -0.8118 3.9109 -1.974 0.291 0.669 -0.12
N -0.2247 -1.9259 4.6592 -0.180 0.655 -0.720 0.02
C 0.6638 -2.6990 5.3151 0.736 0.152 0.135 -0.34
C 2.0125 -2.3488 5.2840 -0.741 -1.057 0.360 -0.65
C 2.4143 -1.2331 4.5530 -0.371 0.402 -0.092 -0.33
C 1.4804 -0.4587 3.8818 1.112 -0.505 0.140 -0.16
H -1.2392 -2.1499 4.6947 1.009 0.359 -0.056 0.35
H 0.2516 -3.5641 5.8520 0.333 0.491 -0.233 0.44
H 2.7312 -2.9679 5.8248 -0.278 0.263 -0.205 0.43
H 3.4543 -0.9517 4.5512 0.177 0.061 -0.011 0.46
H 1.7438 0.4389 3.3367 0.101 -0.088 0.135 0.64
```
Positions in Å, forces in eV/Å.